Record 1
164
Properties=species:S:1:pos:R:3 method="wB97M-V/def2-TZVPD" e_above_lowest_kcal_mol=8.9 e_lumo_ev=-0.020 homo_energy_ev=-10.4 gap_ev=10.3958 total_energy_ha=-4110.8352
C 20.81 15.73 18.28
C 20.05 15.48 19.53
C 19.20 16.64 20.04
C 18.10 17.03 19.15
N 17.20 17.38 18.49
H 21.46 16.61 18.37
H 20.13 15.79 17.40
H 21.48 14.82 18.18
H 20.67 15.14 20.30
H 19.31 14.69 19.52
H 19.81 17.53 20.14
H 18.80 16.37 21.03
C 15.96 18.95 10.52
C 14.96 20.05 10.94
C 13.52 19.47 10.97
C 13.31 18.58 12.08
N 13.05 17.86 12.92
H 16.96 19.38 10.38
H 15.74 18.56 9.53
H 16.02 18.11 11.18
H 15.07 20.86 10.23
H 15.30 20.46 11.85
H 13.30 18.96 10.00
H 12.84 20.30 11.14
C 12.19 13.20 19.22
C 13.45 13.92 19.66
C 13.45 15.39 19.26
C 13.96 15.49 17.92
N 14.41 15.57 16.90
H 12.08 13.27 18.15
H 11.29 13.63 19.72
H 12.20 12.14 19.50
H 14.32 13.35 19.32
H 13.57 13.92 20.77
H 14.14 15.92 19.88
H 12.52 15.88 19.40
C 10.34 13.48 8.16
C 11.00 13.41 9.51
C 12.26 14.25 9.46
C 12.08 15.69 9.42
N 12.01 16.82 9.45
H 10.91 12.93 7.47
H 10.13 14.51 7.90
H 9.31 13.09 8.32
H 11.35 12.39 9.76
H 10.34 13.70 10.30
H 12.85 14.11 8.54
H 12.87 14.05 10.36
C 12.81 20.01 15.18
C 14.09 19.38 15.68
C 14.15 19.06 17.15
C 12.84 18.68 17.62
N 11.83 18.32 18.02
H 11.87 19.40 15.19
H 12.92 20.42 14.20
H 12.54 20.86 15.77
H 14.93 19.99 15.47
H 14.25 18.42 15.13
H 14.37 20.01 17.64
H 14.95 18.35 17.39
C 19.30 19.03 15.71
C 20.35 19.97 16.23
C 21.84 19.76 15.87
O 22.39 21.07 15.54
C 21.33 21.83 15.20
O 21.39 22.79 14.53
O 20.17 21.26 15.56
H 19.44 18.91 14.65
H 18.25 19.49 15.83
H 19.21 18.07 16.21
H 20.18 20.21 17.27
H 21.84 19.14 14.98
H 22.46 19.37 16.62
C 15.17 6.98 13.36
C 14.77 8.42 12.98
C 13.51 8.90 13.63
O 13.62 10.31 13.66
C 14.99 10.56 13.62
O 15.47 11.62 13.80
O 15.68 9.44 13.46
H 16.08 6.57 12.99
H 14.40 6.33 12.92
H 15.19 7.02 14.44
H 14.64 8.51 11.88
H 13.36 8.55 14.68
H 12.68 8.64 13.04
C 17.32 13.22 16.94
C 18.64 13.19 16.18
C 19.19 11.74 16.24
O 19.63 11.48 14.91
C 19.07 12.44 14.08
O 19.22 12.43 12.90
O 18.43 13.40 14.78
H 16.65 12.38 16.69
H 16.82 14.15 16.82
H 17.50 13.22 18.05
H 19.35 13.94 16.51
H 18.47 10.93 16.47
H 20.06 11.72 16.89
C 19.15 15.28 6.74
C 19.42 15.31 8.25
C 18.35 14.84 9.21
O 19.00 13.78 9.93
C 20.25 13.63 9.47
O 20.94 12.69 9.83
O 20.59 14.57 8.58
H 20.03 15.64 6.22
H 18.26 15.89 6.51
H 18.93 14.22 6.46
H 19.67 16.31 8.57
H 17.48 14.41 8.69
H 18.00 15.60 9.90
C 12.19 13.17 14.86
C 10.94 14.05 14.75
C 10.95 15.32 13.85
O 10.13 14.98 12.73
C 9.50 13.79 13.01
O 8.66 13.35 12.27
O 9.84 13.30 14.20
H 12.67 12.94 13.89
H 11.84 12.20 15.25
H 12.97 13.54 15.53
H 10.65 14.36 15.75
H 11.89 15.65 13.45
H 10.44 16.17 14.35
C 17.01 11.13 10.17
C 15.63 11.81 10.18
C 15.00 11.90 8.75
O 13.81 11.17 8.77
C 13.67 10.59 10.02
O 12.79 9.85 10.29
O 14.65 10.98 10.86
H 16.86 10.22 9.60
H 17.23 10.75 11.16
H 17.88 11.57 9.67
H 15.66 12.77 10.71
H 15.69 11.47 8.03
H 14.83 12.98 8.54
C 16.84 16.32 14.29
C 16.41 15.25 13.37
C 14.89 14.91 13.52
O 14.46 14.67 12.19
C 15.38 15.17 11.34
O 15.21 15.17 10.11
O 16.45 15.62 11.92
H 16.67 15.91 15.30
H 16.15 17.16 14.16
H 17.89 16.61 14.23
H 16.88 14.30 13.42
H 14.35 15.80 13.86
H 14.72 14.02 14.12
C 23.69 13.93 11.76
C 22.41 13.81 12.59
C 22.63 13.15 13.95
O 21.85 13.89 14.89
C 21.56 15.09 14.33
O 20.98 15.97 14.90
O 21.98 15.11 13.03
H 24.11 12.91 11.82
H 24.30 14.67 12.24
H 23.49 14.17 10.73
H 21.63 13.26 12.07
H 23.68 13.26 14.25
H 22.27 12.12 14.05

***

Record 2
35
Properties=species:S:1:pos:R:3 method="wB97M-V/def2-TZVPD" smiles="CCOCC[C@@]1([C@@H](C)F)CC(=O)N[C@H]1C" e_lumo_ev=0.722 homo_energy_ev=-9.7 gap_ev=10.4093 total_energy_ha=-736.2490
C -3.24 2.46 -1.48
C -3.61 1.51 -0.35
O -2.77 0.37 -0.33
C -1.58 0.56 0.40
C -0.68 -0.65 0.14
C 0.82 -0.37 0.17
C 1.32 0.08 -1.22
C 1.39 -0.99 -2.29
F 0.44 1.08 -1.68
C 1.28 0.70 1.19
C 2.69 0.28 1.56
O 3.45 0.86 2.30
N 2.96 -0.90 0.90
C 1.68 -1.59 0.62
C 1.17 -2.33 1.88
H -3.27 1.92 -2.43
H -3.95 3.29 -1.52
H -2.24 2.87 -1.35
H -4.63 1.14 -0.46
H -3.56 2.03 0.62
H -1.08 1.48 0.09
H -1.81 0.64 1.47
H -0.96 -1.03 -0.85
H -0.94 -1.43 0.85
H 2.28 0.58 -1.12
H 2.29 -1.58 -2.17
H 0.52 -1.65 -2.26
H 1.42 -0.50 -3.26
H 1.31 1.70 0.75
H 0.66 0.76 2.09
H 3.71 -1.45 1.30
H 1.80 -2.30 -0.18
H 0.29 -1.86 2.32
H 0.91 -3.36 1.65
H 1.94 -2.34 2.65

***

Record 3
153
Properties=species:S:1:pos:R:3 method="wB97M-V/def2-TZVPD" e_above_lowest_kcal_mol=27.0 e_lumo_ev=-2.717 homo_energy_ev=-9.2 gap_ev=6.4440 total_energy_ha=-5293.9454 charge=+1
Hf -0.93 -0.96 0.36
C 0.33 -6.81 0.15
C 0.55 -6.28 -1.18
C 0.52 -4.96 -1.45
C 0.23 -3.99 -0.41
C -0.01 -4.50 0.98
C 0.09 -5.97 1.16
N 0.09 -2.72 -0.68
N 0.28 -2.44 -2.05
C -0.70 -1.72 -2.54
C -0.76 -1.53 -3.96
C -1.89 -1.03 -4.51
C -2.97 -0.63 -3.67
C -2.80 -0.69 -2.33
N -1.67 -1.18 -1.73
H 0.39 -7.88 0.31
H 0.74 -6.98 -1.98
H 0.68 -4.60 -2.46
H 0.69 -4.04 1.68
H -0.05 -6.34 2.17
H 0.07 -1.91 -4.55
H -1.98 -0.95 -5.58
H -3.89 -0.25 -4.09
H -3.57 -0.36 -1.66
C -0.06 5.95 1.40
C -0.46 4.94 2.28
C -0.91 3.73 1.79
C -0.95 3.49 0.41
C -0.57 4.50 -0.45
C -0.13 5.73 0.04
P -1.62 1.90 -0.21
C -1.96 2.30 -1.96
C -0.97 2.05 -2.90
C -1.16 2.40 -4.23
C -2.35 2.97 -4.64
C -3.35 3.20 -3.71
C -3.16 2.88 -2.38
C -3.26 1.91 0.57
C -3.93 3.08 0.83
C -5.26 3.07 1.30
C -5.90 1.88 1.46
C -5.24 0.65 1.21
C -5.92 -0.57 1.39
C -5.26 -1.75 1.18
C -3.88 -1.73 0.85
C -3.15 -0.58 0.69
C -3.88 0.65 0.80
H 0.27 6.90 1.78
H -0.44 5.12 3.34
H -1.28 2.99 2.48
H -0.64 4.36 -1.52
H 0.14 6.51 -0.66
H -0.03 1.58 -2.60
H -0.37 2.22 -4.95
H -2.50 3.23 -5.68
H -4.29 3.64 -4.02
H -3.95 3.06 -1.67
H -3.44 4.04 0.67
H -5.76 4.01 1.50
H -6.93 1.85 1.79
H -6.95 -0.56 1.70
H -5.77 -2.69 1.30
H -3.41 -2.70 0.78
C 4.88 -1.03 1.57
Si 3.28 -1.62 0.83
C 2.25 -2.02 2.33
C 3.61 -3.12 -0.22
H 5.21 -1.89 2.16
H 4.74 -0.20 2.26
H 5.67 -0.78 0.88
H 2.44 -1.29 3.12
H 2.57 -2.99 2.72
H 1.18 -2.08 2.18
H 4.17 -3.83 0.40
H 4.21 -2.90 -1.10
H 2.71 -3.61 -0.58
N 0.62 1.76 3.84
C 0.68 1.14 2.65
N -0.43 0.50 2.34
C -1.29 0.74 3.43
C -2.60 0.31 3.69
C -3.19 0.75 4.85
C -2.53 1.58 5.77
C -1.23 1.98 5.55
C -0.64 1.54 4.37
H 1.35 2.33 4.23
H 1.56 1.20 2.03
H -3.12 -0.36 3.02
H -4.20 0.43 5.07
H -3.03 1.89 6.67
H -0.70 2.61 6.25
S -3.16 -5.33 4.86
C -2.16 -4.43 3.69
C -1.40 -3.29 4.14
C -0.99 -2.39 3.22
N -1.13 -2.53 1.86
C -1.40 -3.90 1.41
C -2.18 -4.72 2.39
C -4.63 -4.32 4.70
C -5.65 -4.67 3.84
C -6.76 -3.84 3.74
N -6.90 -2.71 4.43
C -5.92 -2.39 5.26
C -4.78 -3.16 5.45
H -1.27 -3.09 5.20
H -0.51 -1.49 3.56
H -1.99 -3.86 0.48
H -2.76 -5.55 2.00
H -5.60 -5.58 3.25
H -7.57 -4.10 3.07
H -6.05 -1.48 5.83
H -4.01 -2.86 6.15
C 4.79 4.35 -2.79
Si 3.20 3.58 -2.15
C 1.86 4.29 -3.25
C 2.99 4.05 -0.35
Si 3.50 1.23 -2.22
Te 1.89 0.14 -0.43
Si 5.76 1.05 -1.50
C 6.97 2.01 -2.59
C 5.91 1.81 0.22
C 6.35 -0.73 -1.66
Si 3.27 0.06 -4.25
C 4.82 0.47 -5.24
C 1.81 0.59 -5.28
C 3.18 -1.77 -3.87
H 4.57 5.39 -3.05
H 5.18 3.87 -3.69
H 5.58 4.35 -2.04
H 1.88 5.37 -3.10
H 0.85 3.93 -3.07
H 2.09 4.10 -4.30
H 2.78 5.12 -0.26
H 3.92 3.85 0.19
H 2.19 3.51 0.14
H 7.03 3.07 -2.32
H 6.79 1.94 -3.65
H 7.95 1.56 -2.39
H 6.06 2.88 0.10
H 6.78 1.42 0.75
H 5.03 1.66 0.83
H 6.56 -0.92 -2.71
H 5.64 -1.47 -1.33
H 7.28 -0.87 -1.11
H 4.92 1.54 -5.41
H 4.74 -0.01 -6.22
H 5.73 0.10 -4.77
H 1.96 1.59 -5.70
H 0.87 0.58 -4.74
H 1.72 -0.10 -6.12
H 4.13 -2.14 -3.48
H 2.96 -2.33 -4.78
H 2.39 -1.98 -3.15

***

Record 4
12
Properties=species:S:1:pos:R:3 method="wB97M-V/def2-TZVPD" smiles="O=CC(=O)N1CC1" e_above_lowest_kcal_mol=44.3 e_lumo_ev=-0.279 homo_energy_ev=-10.0 gap_ev=9.7153 total_energy_ha=-360.5988
O -2.20 0.03 1.15
C -1.53 1.02 1.02
C -0.09 1.00 0.49
O 0.49 2.04 0.28
N 0.45 -0.26 0.39
C 1.43 -0.60 -0.60
C 0.06 -1.19 -0.65
H -1.89 2.04 1.25
H 2.26 -1.21 -0.24
H 1.70 0.17 -1.32
H -0.61 -0.82 -1.42
H -0.11 -2.22 -0.34

***

Record 5
13
Properties=species:S:1:pos:R:3 method="wB97M-V/def2-TZVPD" e_above_lowest_kcal_mol=96.4 e_lumo_ev=-6.197 homo_energy_ev=-15.6 gap_ev=9.3674 total_energy_ha=-377.8181 charge=+1
C -0.14 2.14 0.58
C -1.54 2.18 0.68
C -1.28 -0.14 0.20
C 0.04 -0.36 0.29
C 1.67 -1.64 -0.77
N -1.92 0.99 0.48
N 0.81 1.42 0.40
O 0.89 -1.30 0.37
H -2.06 3.03 0.78
H -1.89 -1.13 0.04
H 2.70 -1.93 -0.29
H 1.49 -0.85 -1.45
H 1.21 -2.43 -1.30

***

Record 6
17
Properties=species:S:1:pos:R:3 method="wB97M-V/def2-TZVPD" smiles=C#CCC.C#CC e_above_lowest_kcal_mol=121.8 e_lumo_ev=0.914 homo_energy_ev=-8.8 gap_ev=9.7581 total_energy_ha=-272.5239
C -0.69 1.31 0.59
C 0.26 0.82 1.21
C 1.30 -0.12 1.14
C 1.20 -1.38 2.00
H -1.50 1.99 0.53
H 2.30 0.33 1.17
H 1.10 -0.44 -0.03
H 1.35 -1.15 3.05
H 0.21 -1.83 1.88
H 1.95 -2.10 1.69
C 0.31 -0.56 -1.43
C -0.63 0.24 -1.37
C -1.78 0.92 -2.00
H 0.84 -1.34 -1.94
H -1.92 0.56 -3.02
H -2.70 0.74 -1.44
H -1.61 2.00 -2.03